Run one
Entry from the Open Molecules 2025 dataset: 2 unconnected molecules or ions with the total composition C3H5BrS (ωB97M-V/def2-TZVPD).

Cartesian coordinates (Å):
S: -1.2350 -1.7886 0.1081
C: -2.2634 -0.5393 0.2364
Br: -2.0218 1.1880 -0.4613
H: -3.2222 -0.6888 0.7640
C: 1.6381 0.3546 0.5547
C: 1.2354 0.2117 -0.6780
H: 1.4407 -0.5005 1.1587
H: 2.1474 1.3786 0.8266
H: 1.2608 1.1326 -1.2604
H: 1.0201 -0.7482 -1.2489

Computed properties:
SMILES: S=CBr.C=C
Gap between HOMO and LUMO (eV): 8.298
Total charge: 0
Lowest unoccupied orbital energy (eV): -0.8
HOMO (eV): -9.1

***

Run two
Entry from the Open Molecules 2025 dataset: a single C3H5BrS molecule (ωB97M-V/def2-TZVPD).

Cartesian coordinates (Å):
C: -0.8572 -0.3583 1.1073
C: 0.3770 0.1155 0.8909
Br: 0.9783 1.7339 1.8983
C: 1.5862 -0.3282 0.1480
S: 0.9892 -1.5416 -1.3896
H: -1.5787 0.1062 1.7820
H: -1.0343 -1.2355 0.4972
H: 2.0470 0.5358 -0.2969
H: 2.2477 -0.9857 0.6296
H: 0.4812 -2.3571 -0.5185

Computed properties:
SMILES: C=C(Br)CS
Gap between HOMO and LUMO (eV): 9.970
Total charge: 0
Lowest unoccupied orbital energy (eV): 0.5
HOMO (eV): -9.5

***

Run three
Entry from the Open Molecules 2025 dataset: a single C3H5BrS molecule (ωB97M-V/def2-TZVPD).

Cartesian coordinates (Å):
C: 0.7975 -0.5577 -0.3443
C: 0.5659 -0.7222 -1.8436
C: -0.4270 0.0815 0.3992
S: 1.1557 -2.1218 0.4532
Br: 1.8839 -0.2389 -3.0135
H: 1.6731 -0.0360 -0.1887
H: 0.0345 -1.5968 -2.1423
H: -0.4024 1.1135 0.5178
H: -0.4758 -0.3235 1.3672
H: -1.3238 -0.2952 -0.2100

Computed properties:
Gap between HOMO and LUMO (alpha / beta) (eV): 5.797 / 5.830
Total charge: 0
Lowest unoccupied orbital energy (alpha / beta) (eV): -2.4 / -2.4
HOMO (alpha / beta) (eV): -8.2 / -8.3

***

Run four
Entry from the Open Molecules 2025 dataset: 2 unconnected molecules or ions with the total composition C3H5BrS (ωB97M-V/def2-TZVPD).

Cartesian coordinates (Å):
C: 0.4395 0.9368 -1.7746
C: -0.1083 -0.8085 0.3869
C: -0.4131 -0.1836 1.6770
S: -1.7975 -0.9952 0.7809
Br: 1.0817 -2.2895 0.0311
H: 1.2229 1.5515 -1.5798
H: -0.3597 1.1256 -1.1603
H: -0.1836 -0.6877 2.7519
H: -0.5000 0.9339 1.5598
H: 0.6181 0.4166 -2.6729

Computed properties:
Gap between HOMO and LUMO (alpha / beta) (eV): 8.466 / 7.943
Total charge: 0
Lowest unoccupied orbital energy (alpha / beta) (eV): 0.2 / -0.8
HOMO (alpha / beta) (eV): -8.3 / -8.7

***

run two is favored, and the nearest alternative lies 104.8 kJ/mol above it.

***

Run one
Entry from the Open Molecules 2025 dataset: 3 unconnected molecules or ions with the total composition C3H13NO2S (ωB97M-V/def2-TZVPD).

Cartesian coordinates (Å):
C: -2.9821 -1.1877 -0.2526
C: -2.7450 0.1734 -0.9194
C: -1.6644 1.0475 -0.2168
S: -1.0057 2.2535 -1.4566
N: -1.8543 -2.2025 -0.2430
H: -3.7865 -1.6190 -0.7660
H: -3.2425 -1.1033 0.8098
H: -2.7506 0.1248 -2.0539
H: -3.7938 0.6875 -0.9634
H: -0.6960 0.4139 0.2364
H: -2.0283 1.7589 0.5064
H: -0.5942 1.2045 -2.2111
H: -1.0478 -1.9220 0.2034
H: -1.5288 -2.3621 -1.1655
H: 4.3268 2.6141 0.2974
H: 2.9196 2.6692 0.6350
O: 3.6848 2.1665 0.8580
H: 6.3783 -1.0357 1.7227
H: 6.3815 -2.2800 2.4891
O: 6.0289 -1.4014 2.4899

Computed properties:
Gap between HOMO and LUMO (alpha / beta) (eV): 8.967 / 3.943
Total charge: +1
Lowest unoccupied orbital energy (alpha / beta) (eV): -4.2 / -9.2
⟨S²⟩: 0.75
Spin multiplicity: 2
HOMO (alpha / beta) (eV): -13.2 / -13.2

***

Run two
Entry from the Open Molecules 2025 dataset: 3 unconnected molecules or ions with the total composition C3H13NO2S (ωB97M-V/def2-TZVPD).

Cartesian coordinates (Å):
C: -0.4891 -1.4122 -1.8338
C: 0.3740 -0.5972 -0.8911
C: 0.0109 -0.8274 0.5561
S: 1.4644 -0.4171 1.5512
N: 1.8117 -0.9070 -0.9622
H: -1.5482 -1.2691 -1.6144
H: -0.2770 -1.1992 -2.8791
H: -0.2971 -2.4674 -1.6648
H: 0.3583 0.4660 -1.1253
H: -0.2137 -1.8757 0.7937
H: -0.9079 -0.3098 0.8397
H: 0.9146 0.2376 2.6003
H: 2.2859 -0.6423 -1.8124
H: 2.0622 -1.8429 -0.6491
H: -3.0228 1.9484 -0.1229
H: -3.0923 1.1233 -1.3790
O: -3.4077 1.1283 -0.4681
H: -0.2574 2.3943 1.3968
H: 0.1409 2.3249 -0.0981
O: -0.5614 2.5777 0.5047

Computed properties:
Gap between HOMO and LUMO (alpha / beta) (eV): 10.935 / 5.734
Total charge: +1
Lowest unoccupied orbital energy (alpha / beta) (eV): -3.3 / -8.5
⟨S²⟩: 0.76
Spin multiplicity: 2
HOMO (alpha / beta) (eV): -14.3 / -14.3

***

Run three
Entry from the Open Molecules 2025 dataset: 3 unconnected molecules or ions with the total composition C3H13NO2S (ωB97M-V/def2-TZVPD).

Cartesian coordinates (Å):
C: -0.5554 -2.5353 -1.1234
N: -0.7982 -1.6309 -0.0377
C: -0.8581 -0.1523 -0.2743
C: -0.7579 0.7308 1.0122
S: -0.0104 2.3818 0.9347
H: -0.0157 -2.0839 -1.9587
H: -1.5795 -2.9030 -1.4709
H: -0.0365 -3.4190 -0.7536
H: -1.5109 -1.9464 0.5770
H: 0.0208 -0.0182 -0.8689
H: -1.6304 0.1935 -0.9790
H: -1.7155 0.5815 1.5984
H: 0.1348 0.1791 1.4989
H: 0.8457 1.9496 0.0447
H: 0.9823 1.1064 -1.8683
H: 1.5611 0.2577 -2.9329
O: 1.1541 1.1274 -2.8624
H: 0.7423 -2.0255 1.0301
H: 2.1077 -1.9856 1.6982
O: 1.2055 -1.7321 1.8632

Computed properties:
Gap between HOMO and LUMO (alpha / beta) (eV): 9.643 / 4.094
Total charge: +1
Lowest unoccupied orbital energy (alpha / beta) (eV): -4.0 / -9.0
⟨S²⟩: 0.75
Spin multiplicity: 2
HOMO (alpha / beta) (eV): -13.6 / -13.1

***

run two is favored, and the nearest alternative lies 150.6 kJ/mol above it.

***

Run one
Entry from the Open Molecules 2025 dataset: 2 unconnected molecules or ions with the total composition C4H14N2O (ωB97M-V/def2-TZVPD).

Cartesian coordinates (Å):
C: -1.7843 -1.1047 0.1136
N: -0.4096 -0.6651 0.0648
C: 0.4059 -1.5927 0.8392
C: -0.2332 0.7237 0.4790
C: 1.1115 1.2816 0.0489
N: 1.4034 2.6185 0.5673
H: -1.8385 -2.1229 -0.2790
H: -2.2717 -1.1529 1.1002
H: -2.4182 -0.5428 -0.5797
H: 1.3890 -1.2090 1.0968
H: 0.5594 -2.5280 0.2935
H: -0.0998 -1.8603 1.7811
H: -1.0092 1.3759 0.0834
H: -0.3085 0.8008 1.5779
H: 1.9224 0.6408 0.3891
H: 1.2312 1.2734 -1.0377
H: 1.1546 3.3378 -0.0916
H: 0.9351 2.7698 1.4579
O: 0.0344 -0.3948 -2.8430
H: 0.4480 -1.2027 -3.1525
H: -0.2219 -0.4464 -1.9091

Computed properties:
SMILES: CN(C)CCN.O
Gap between HOMO and LUMO (eV): 9.927
Total charge: 0
Lowest unoccupied orbital energy (eV): 0.9
HOMO (eV): -9.1

***

Run two
Entry from the Open Molecules 2025 dataset: 2 unconnected molecules or ions with the total composition C4H14N2O (ωB97M-V/def2-TZVPD).

Cartesian coordinates (Å):
N: -0.5571 2.0920 1.1803
C: -0.5283 1.3171 -0.0656
C: 0.7759 0.5313 -0.1308
C: 0.9704 -0.4581 1.0221
C: 2.2747 -1.2116 0.9042
N: 2.1240 -2.3811 -0.0329
H: 0.1222 2.8371 1.0446
H: -1.4578 2.5545 1.2490
H: -1.3962 0.6519 -0.0726
H: -0.6322 1.9607 -0.9462
H: 1.5629 1.2963 -0.1062
H: 0.8271 -0.0266 -1.0705
H: 0.8812 0.1159 1.9159
H: 0.1134 -1.1317 1.0552
H: 2.5872 -1.6104 1.8604
H: 3.0415 -0.5352 0.5552
H: 1.8060 -3.1281 0.5502
H: 3.0885 -2.7196 -0.1427
O: -4.3004 0.1121 -2.4332
H: -3.9746 -0.7974 -2.3300
H: -3.8347 0.5611 -1.7108

Computed properties:
SMILES: NCCCCN.O
Gap between HOMO and LUMO (eV): 10.268
Total charge: 0
Lowest unoccupied orbital energy (eV): 0.8
HOMO (eV): -9.5

***

Run three
Entry from the Open Molecules 2025 dataset: 2 unconnected molecules or ions with the total composition C4H14N2O (ωB97M-V/def2-TZVPD).

Cartesian coordinates (Å):
N: 0.9954 -1.6230 -2.2955
C: 0.4547 -2.0249 -1.0413
C: 0.5200 -1.0224 0.0981
C: -0.6823 -0.0545 0.0717
C: -0.2317 1.4512 0.4164
N: 0.5674 2.1220 -0.5907
H: 0.3492 -1.7594 -3.0188
H: 1.3140 -0.6564 -2.1927
H: -0.5283 -2.4242 -1.2398
H: 0.9062 -3.0504 -0.8041
H: 1.3660 -0.4591 0.3744
H: 0.3333 -1.7884 0.9695
H: -1.5334 0.0254 -0.6784
H: -1.2255 -0.2774 0.9271
H: 0.2195 1.5090 1.4503
H: -1.2430 1.9260 0.3204
H: 0.6663 3.1622 -0.6991
H: 0.2237 1.7774 -1.5213
O: -0.4524 1.2197 3.2401
H: -1.3369 1.2515 3.7442
H: -0.6821 0.6958 2.4694

Computed properties:
SMILES: NCCCCN.O
Gap between HOMO and LUMO (eV): 9.463
Total charge: 0
Lowest unoccupied orbital energy (eV): 0.7
HOMO (eV): -8.7

***

run two is favored, and the nearest alternative lies 12.0 kJ/mol above it.

***

Run one
Entry from the Open Molecules 2025 dataset: a molecular structure, C4H14N2O (ωB97M-V/def2-TZVPD).

Cartesian coordinates (Å):
C: 0.5739 -1.2618 -1.1476
C: 0.9509 0.6663 0.6250
C: 0.6024 1.8289 -0.2954
N: 1.6180 -1.0069 -1.9555
N: -0.6856 -1.0711 -1.4938
H: 0.7490 -1.8787 -0.2815
H: 2.5406 -1.1061 -1.5657
H: 1.5251 -0.2957 -2.6656
H: -0.8764 -0.4196 -2.2435
H: -1.3157 -0.9764 -0.5966
H: 0.9115 1.0023 1.6692
H: 1.9791 0.3240 0.4715
H: 1.2559 2.7031 -0.1892
H: 0.6379 1.5415 -1.3554
H: -0.4219 2.1683 -0.1101
C: -1.9898 -0.3973 2.0941
O: -1.2797 -0.7522 0.9409
H: -0.1969 -0.1640 0.8205
H: -2.8096 0.3000 1.8642
H: -1.3401 0.0786 2.8431
H: -2.4286 -1.2833 2.5714

Computed properties:
Gap between HOMO and LUMO (eV): 7.566
Total charge: 0
Lowest unoccupied orbital energy (eV): 0.6
HOMO (eV): -7.0

***

Run two
Entry from the Open Molecules 2025 dataset: 2 unconnected molecules or ions with the total composition C4H14N2O (ωB97M-V/def2-TZVPD).

Cartesian coordinates (Å):
C: 1.4083 1.3896 -0.2010
N: 0.7955 0.1823 0.3260
C: -0.4622 -0.1409 -0.3288
C: -1.2461 -1.0225 0.6357
C: -0.2756 -0.8181 -1.7033
N: -1.5139 -1.1351 -2.3439
H: 0.8118 2.2670 0.0482
H: 1.5617 1.3796 -1.2709
H: 2.4186 1.5591 0.1748
H: 1.4742 -0.5663 0.1722
H: -0.9686 0.8002 -0.4835
H: -2.2778 -1.2246 0.3568
H: -0.6617 -1.9260 0.7566
H: -1.2787 -0.4839 1.5878
H: 0.3780 -1.6763 -1.5483
H: 0.3474 -0.1317 -2.2880
H: -1.6272 -1.9999 -2.8316
H: -2.3695 -0.9299 -1.8496
O: 1.3676 1.7472 3.3964
H: 1.5526 0.7957 3.5051
H: 0.5657 1.9345 3.8894

Computed properties:
SMILES: CN[C@H](C)CN.O
Gap between HOMO and LUMO (eV): 9.419
Total charge: 0
Lowest unoccupied orbital energy (eV): 1.0
HOMO (eV): -8.5

***

run two is favored, and the nearest alternative lies 224.5 kJ/mol above it.

***

Run one
Entry from the Open Molecules 2025 dataset: 2 unconnected molecules or ions with the total composition C4H14N2O (ωB97M-V/def2-TZVPD).

Cartesian coordinates (Å):
C: 0.5356 -0.4182 -3.0146
N: 0.5883 0.6529 -1.9808
C: 0.2670 0.5600 -0.4535
C: -0.8996 -0.3206 -0.0399
C: -0.4699 -1.6658 0.4810
N: 0.0368 -1.8114 1.7889
H: 0.5808 -0.0061 -3.9738
H: 1.5487 -1.1280 -3.1593
H: -0.4794 -1.0130 -3.0436
H: -0.0926 1.2683 -2.3711
H: 1.1705 0.2616 0.1709
H: 0.1695 1.6474 -0.1540
H: -1.5978 -0.3939 -0.8857
H: -1.5637 0.1566 0.6987
H: 0.0718 -2.1929 -0.2945
H: -1.3421 -2.2018 0.3394
H: 0.1155 -0.7889 2.0700
H: -0.7410 -1.9075 2.4305
O: 0.9365 3.1325 3.5346
H: 0.3002 2.4651 3.5461
H: 0.8649 3.7038 4.3106

Computed properties:
SMILES: CNCCCN.O
Gap between HOMO and LUMO (eV): 9.369
Total charge: 0
Lowest unoccupied orbital energy (eV): 0.6
HOMO (eV): -8.8

***

Run two
Entry from the Open Molecules 2025 dataset: 2 unconnected molecules or ions with the total composition C4H14N2O (ωB97M-V/def2-TZVPD).

Cartesian coordinates (Å):
C: -0.8719 -1.2597 -0.5356
N: 0.1898 -1.2542 0.4601
C: 0.6100 0.0685 0.8496
C: 1.3333 1.0344 -0.1368
C: 0.4394 1.8225 -1.1802
N: -0.2785 2.9971 -0.6355
H: -1.5391 -2.0845 -0.2665
H: -1.5309 -0.4003 -0.4195
H: -0.6135 -1.1394 -1.6080
H: 0.9397 -1.8525 0.1437
H: 1.3569 -0.0169 1.6448
H: -0.1987 0.7227 1.1854
H: 1.9963 0.5320 -0.8314
H: 1.9007 1.7902 0.4218
H: -0.3482 1.2182 -1.6061
H: 1.0560 2.0507 -2.0580
H: -0.4271 2.7723 0.3401
H: 0.2005 3.8688 -0.7786
O: -1.2952 -3.9203 1.6839
H: -1.1669 -3.4082 0.8926
H: -1.7526 -3.5414 2.4342

Computed properties:
SMILES: CNCCCN.O
Gap between HOMO and LUMO (eV): 9.955
Total charge: 0
Lowest unoccupied orbital energy (eV): 1.0
HOMO (eV): -9.0

***

run two is favored, and the nearest alternative lies 124.3 kJ/mol above it.

***

Run one
Entry from the Open Molecules 2025 dataset: 2 unconnected molecules or ions with the total composition C4H14N2O (ωB97M-V/def2-TZVPD).

Cartesian coordinates (Å):
C: 1.9576 -0.4460 -0.4992
C: 1.1602 -0.2404 0.7775
C: -0.2395 0.2786 0.4931
N: -0.8892 -0.5000 -0.5771
C: -1.0104 0.4591 1.8178
N: -2.4605 0.6591 1.6816
H: 1.8206 0.4386 -1.1153
H: 1.5362 -1.3146 -1.0007
H: 3.0261 -0.5905 -0.3310
H: 1.1745 -1.1679 1.3553
H: 1.7004 0.4528 1.4257
H: -0.1215 1.3023 0.0880
H: -1.8121 -0.1207 -0.7638
H: -1.1026 -1.4314 -0.2341
H: -0.5270 1.3262 2.2964
H: -0.8239 -0.3709 2.5154
H: -2.7414 1.5189 2.1392
H: -2.7137 0.7625 0.7072
O: 1.0477 -0.1850 -3.6098
H: 0.5843 -0.6606 -4.3047
H: 0.4341 -0.1699 -2.8615

Computed properties:
SMILES: CC[C@@H](N)CN.O
Gap between HOMO and LUMO (eV): 10.316
Total charge: 0
Lowest unoccupied orbital energy (eV): 0.9
HOMO (eV): -9.4

***

Run two
Entry from the Open Molecules 2025 dataset: a molecular structure, C4H14N2O (ωB97M-V/def2-TZVPD).

Cartesian coordinates (Å):
N: 1.5078 -1.9581 0.3780
C: 0.4784 -1.7299 -0.5880
C: -0.7208 -0.8740 -0.0782
N: -0.4523 0.5871 0.0141
C: -1.5181 1.3316 0.6959
C: -0.0047 1.2081 -1.2115
H: 1.9642 -1.1491 0.8040
H: 1.1707 -2.4403 1.2051
H: 0.0221 -2.7200 -0.7321
H: 0.8162 -1.3539 -1.5560
H: -0.9747 -1.2266 0.9201
H: -1.5560 -0.9579 -0.7941
H: -1.2013 2.3713 0.7997
H: -2.4746 1.2458 0.1592
H: -1.6188 0.9351 1.7064
H: 0.8863 0.7215 -1.5871
H: 0.1720 2.2840 -1.1575
H: -0.7587 1.1125 -2.0094
H: 1.9536 1.1778 0.6374
H: 0.6055 0.7021 0.9329
O: 1.7032 0.7331 1.4610

Computed properties:
Gap between HOMO and LUMO (eV): 9.336
Total charge: 0
Lowest unoccupied orbital energy (eV): 0.7
HOMO (eV): -8.6

***

run one is favored, and the nearest alternative lies 111.0 kJ/mol above it.

***

Run one
Entry from the Open Molecules 2025 dataset: 2 unconnected molecules or ions with the total composition C7H11N (ωB97M-V/def2-TZVPD).

Cartesian coordinates (Å):
C: 1.0492 0.5302 -1.2218
C: 1.4868 -0.6570 -0.8487
C: 1.2913 -1.1477 0.4279
C: 0.8337 -0.3108 1.4438
C: 0.4951 0.9934 1.0290
C: 0.6524 1.4640 -0.2866
H: 1.2052 0.8546 -2.2878
H: 1.9968 -1.3778 -1.5082
H: 1.5409 -2.1595 0.6043
H: 0.5347 -0.6298 2.5161
H: 0.0906 1.6223 1.8781
H: 0.1886 2.4175 -0.7229
C: -2.6566 0.1860 0.0128
N: -1.8274 -0.8796 -0.5839
H: -3.6842 0.0152 -0.1620
H: -2.6453 0.4132 1.1664
H: -2.2873 1.1385 -0.4166
H: -0.8046 -0.7348 -0.1373
H: -2.2538 -1.7508 -0.1813

Computed properties:
SMILES: c1ccccc1.CN
Gap between HOMO and LUMO (eV): 10.009
Total charge: 0
Lowest unoccupied orbital energy (eV): 1.0
HOMO (eV): -9.0

***

Run two
Entry from the Open Molecules 2025 dataset: a single C7H11N molecule (ωB97M-V/def2-TZVPD).

Cartesian coordinates (Å):
C: 0.5386 -2.3458 2.8927
C: -0.0071 -1.1657 2.6916
C: -0.1232 -0.4512 1.4044
C: -0.1287 -1.1067 0.1084
C: -0.6800 -0.4216 -1.0937
C: 0.2634 0.6604 -1.5769
C: -0.0673 1.9862 -1.7213
N: 0.6622 3.0980 -2.0705
H: 0.4193 -2.9757 1.9947
H: 0.5439 -2.7897 3.8717
H: -0.4050 -0.5516 3.4948
H: -0.3966 0.6199 1.4108
H: 0.0460 -2.1093 -0.3067
H: -1.0889 -1.1697 -1.9010
H: -1.6819 0.1149 -0.8625
H: 1.2470 0.2797 -1.9711
H: -1.1730 1.9456 -1.5305
H: 0.3287 3.5252 -2.9133
H: 1.7026 2.8568 -1.9215

Computed properties:
SMILES: C=C/C=C/C/C=C/N
Gap between HOMO and LUMO (eV): 8.366
Total charge: 0
Lowest unoccupied orbital energy (eV): 0.5
HOMO (eV): -7.8

***

run one is favored, and the nearest alternative lies 237.9 kJ/mol above it.